No. 1
C50H71BrClF9N5O3S2 | the ωB97M-V functional and the def2-TZVPD basis

Geometry (Å):
1 C 4.14286 -3.70537 1.30830
2 C 3.75346 -2.21674 1.30600
3 C 2.62466 -1.77081 2.23592
4 Br 2.65719 -2.79448 3.90160
5 N 1.20956 -1.89628 1.70283
6 C 1.03989 -2.56374 0.40047
7 O 1.38504 -1.65319 -0.65626
8 C 1.90373 -2.27937 -1.66228
9 N 2.34510 -2.89789 -2.50688
10 C -0.38706 -3.11183 0.23085
11 C -0.33338 -4.63675 0.32341
12 C -1.54326 -5.42567 -0.22226
13 C -2.63604 -4.65747 -0.94756
14 Cl -2.30662 -6.41904 1.06661
15 C -1.43432 -2.39721 1.12434
16 C -1.72258 -3.02417 2.49134
17 C -3.05772 -2.50947 3.03478
18 C -4.26554 -3.34132 2.55616
19 S -5.35088 -2.41553 1.46531
20 C -5.99200 -1.15864 2.51481
21 S -5.75648 -1.19750 4.11672
22 N -6.71828 -0.07893 1.93425
23 C -5.87076 1.01034 1.45471
24 C -4.80803 0.86352 0.56691
25 C -4.11245 1.99316 0.13233
26 C -4.47372 3.26325 0.57674
27 C -5.52658 3.40688 1.47111
28 C -6.21607 2.28300 1.90050
29 C -7.74746 -0.47121 1.00791
30 C -8.14823 0.36485 -0.03584
31 C -9.14635 -0.03435 -0.92130
32 C -9.78038 -1.26484 -0.78699
33 C -9.40916 -2.08240 0.27519
34 C -8.40805 -1.69142 1.15612
35 C -1.05584 -0.91811 1.28497
36 C 0.32004 -0.70680 1.92993
37 C 0.85994 0.72422 1.71196
38 F -0.20778 1.53258 1.58429
39 F 1.46664 1.09114 2.86572
40 C 1.81479 1.12332 0.55423
41 F 2.45126 2.23360 0.96511
42 F 2.77201 0.21530 0.30202
43 C 1.12008 1.53078 -0.77256
44 F 0.12946 0.67781 -1.09060
45 F 0.60623 2.74263 -0.64466
46 C 2.10504 1.55574 -1.98761
47 F 1.47406 2.17894 -2.97885
48 F 2.38048 0.32693 -2.38937
49 F 3.20704 2.21298 -1.71103
50 H 4.61892 -3.89804 0.35182
51 H 4.89720 -3.89127 2.06056
52 H 3.29480 -4.37660 1.39987
53 H 4.63241 -1.68340 1.65710
54 H 3.60229 -1.89525 0.28313
55 H 2.82285 -0.76941 2.57917
56 H 0.80051 -2.60431 2.32906
57 H 1.69132 -3.42589 0.33744
58 H -0.64481 -2.86463 -0.79622
59 H -0.20028 -4.92175 1.36654
60 H 0.54795 -5.02256 -0.18232
61 H -1.16322 -6.15784 -0.92117
62 H -3.23791 -5.37412 -1.49602
63 H -2.24887 -3.95035 -1.67550
64 H -3.31820 -4.16776 -0.26357
65 H -2.36341 -2.39393 0.56599
66 H -1.77237 -4.10799 2.47683
67 H -0.96687 -2.76562 3.24440
68 H -3.05752 -2.49275 4.11791
69 H -3.23036 -1.48175 2.72701
70 H -3.94003 -4.17340 1.93694
71 H -4.80231 -3.78013 3.38805
72 H -4.53468 -0.10475 0.18624
73 H -3.31598 1.86327 -0.58536
74 H -3.96251 4.14211 0.21836
75 H -5.82424 4.38860 1.79907
76 H -7.04858 2.40083 2.57584
77 H -7.70725 1.33465 -0.19441
78 H -9.41925 0.62339 -1.73009
79 H -10.53790 -1.54421 -1.49995
80 H -9.90718 -3.02732 0.42017
81 H -8.14222 -2.34564 1.97222
82 H -1.77045 -0.45472 1.95069
83 H -1.15598 -0.42656 0.32235
84 H 0.11212 -0.73701 2.99481
85 C 10.44626 -2.49005 3.70684
86 C 9.29276 -3.11300 2.89609
87 C 9.84394 -4.15639 1.92626
88 C 10.64586 -3.53659 0.78439
89 C 9.82348 -2.47733 0.04964
90 C 9.17333 -1.43400 0.96307
91 N 8.52322 -2.06741 2.15314
92 O 7.34720 -2.50742 1.84448
93 C 10.21234 -0.38960 1.41333
94 C 8.13416 -0.65663 0.15967
95 C 8.38908 -3.78290 3.92572
96 H 10.79929 -3.20591 4.44816
97 H 11.31446 -2.22787 3.10892
98 H 10.11153 -1.59986 4.24073
99 H 9.01588 -4.73646 1.50545
100 H 10.46640 -4.86242 2.47905
101 H 11.57805 -3.10426 1.15568
102 H 10.93538 -4.31763 0.07973
103 H 10.45497 -1.96313 -0.67695
104 H 9.04313 -2.98658 -0.52532
105 H 9.78807 0.28333 2.15944
106 H 10.52547 0.21285 0.56136
107 H 11.12050 -0.82263 1.82431
108 H 7.40672 -1.31214 -0.31700
109 H 8.63610 -0.09682 -0.62773
110 H 7.59696 0.05328 0.79127
111 H 7.99558 -3.05302 4.63536
112 H 8.96455 -4.52128 4.48157
113 H 7.55029 -4.30376 3.46660
114 C -4.96754 4.85374 -5.44710
115 C -5.01808 5.42177 -4.01476
116 C -5.52747 6.86090 -4.04679
117 C -4.52217 7.82879 -4.66554
118 C -3.16868 7.73467 -3.96057
119 C -2.62363 6.31021 -3.81968
120 N -3.67822 5.35484 -3.35429
121 O -3.81377 5.41661 -2.06857
122 C -2.01757 5.83049 -5.15259
123 C -1.46633 6.32761 -2.82755
124 C -6.00356 4.53551 -3.25973
125 H -5.97936 4.64418 -5.79243
126 H -4.53849 5.53433 -6.17745
127 H -4.40818 3.91752 -5.47533
128 H -5.75670 7.18897 -3.02786
129 H -6.46737 6.89430 -4.60127
130 H -4.40828 7.63854 -5.73572
131 H -4.90088 8.84842 -4.57912
132 H -2.43491 8.34068 -4.49544
133 H -3.26934 8.17901 -2.96539
134 H -1.73815 4.77722 -5.09413
135 H -1.11745 6.40206 -5.37764
136 H -2.67658 5.95984 -6.00742
137 H -1.74796 6.76616 -1.87200
138 H -0.65274 6.92516 -3.23727
139 H -1.09156 5.32166 -2.64666
140 H -5.66090 3.49913 -3.23778
141 H -6.96955 4.56439 -3.76208
142 H -6.15920 4.86630 -2.23436

Results
- LUMO energy (spin up / spin down) (eV) = -2.531 / -2.531
- charge = +1
- calculated total energy (eV) = -195276.7011
- frontier orbital gap (spin up / spin down) (Eh) = 0.2711 / 0.2711
- multiplicity = 3
- E_HOMO (spin up / spin down) (eV) = -9.91 / -9.91

No. 2
C50H72FN5O7Y | the ωB97M-V functional and the def2-TZVPD basis

Geometry (Å):
1 Y -0.04104 0.12847 0.27942
2 C -0.35393 -0.15779 3.58585
3 N 0.82178 0.10946 2.73575
4 C 1.82007 -0.93816 2.99424
5 C 1.40149 1.43943 3.05032
6 C 1.69309 2.27726 1.81265
7 N 0.54240 2.40892 0.87838
8 C 1.06414 3.18340 -0.28262
9 C 0.33093 3.26434 -1.63243
10 C 0.89749 4.47142 -2.37772
11 C 0.89616 4.38655 -3.86641
12 C 0.69968 3.18738 -4.41337
13 C 0.43497 1.92628 -3.70357
14 C 0.18816 1.95421 -2.37719
15 O -0.17560 0.92258 -1.63671
16 C 0.40228 0.67725 -4.59206
17 C -0.79576 0.76859 -5.54968
18 C 0.29343 -0.65299 -3.83547
19 C 1.70629 0.60876 -5.40622
20 C 1.05021 5.67863 -4.66090
21 C 1.83769 6.72166 -3.85847
22 C -0.35040 6.24144 -4.95707
23 C 1.78064 5.44145 -5.98584
24 C -0.55586 3.13050 1.59058
25 C -1.93778 3.07012 0.99426
26 C -2.59423 4.25987 0.70116
27 C -3.86723 4.27221 0.17112
28 C -4.47811 3.03197 -0.03622
29 C -3.87656 1.81938 0.26027
30 C -2.56595 1.83833 0.79294
31 O -1.91378 0.70551 1.09585
32 C -4.59582 0.48888 0.00415
33 C -5.99143 0.69860 -0.59106
34 C -3.80216 -0.36454 -1.00084
35 C -4.77168 -0.27946 1.32335
36 C -4.57728 5.55275 -0.25988
37 C -3.75066 6.79949 0.05762
38 C -4.79774 5.50451 -1.78000
39 C -5.93044 5.67232 0.45156
40 H -0.07528 -0.15951 4.64666
41 H -0.75866 -1.14144 3.33910
42 H -1.13166 0.57624 3.39630
43 H 2.02333 -1.01904 4.06961
44 H 2.75336 -0.70926 2.48623
45 H 1.44564 -1.90078 2.64207
46 H 2.34776 1.31495 3.58408
47 H 0.73622 1.96166 3.73608
48 H 2.51282 1.81955 1.25841
49 H 2.02010 3.27269 2.14461
50 H 2.04531 2.76603 -0.52709
51 H 1.21918 4.21766 0.05283
52 H 1.83719 4.87231 -1.98780
53 H 0.71292 3.12368 -5.49412
54 H -1.72914 0.79483 -4.98418
55 H -0.81639 -0.09980 -6.21371
56 H -0.75591 1.66347 -6.17220
57 H -0.65866 -0.74791 -3.31723
58 H 1.09540 -0.75980 -3.10259
59 H 0.37624 -1.46596 -4.56383
60 H 1.85776 1.48576 -6.03492
61 H 1.68941 -0.26697 -6.05989
62 H 2.56558 0.52305 -4.73758
63 H 1.32989 6.98400 -2.92799
64 H 1.93421 7.63582 -4.44641
65 H 2.84388 6.36735 -3.62146
66 H -0.89865 6.42028 -4.03226
67 H -0.92145 5.53346 -5.56016
68 H -0.27186 7.18303 -5.50697
69 H 2.76779 5.00641 -5.81910
70 H 1.90539 6.39116 -6.51023
71 H 1.22061 4.77965 -6.64756
72 H -0.25530 4.17975 1.70061
73 H -0.61008 2.70331 2.59002
74 H -2.05217 5.18431 0.85448
75 H -5.47085 3.02391 -0.46360
76 H -5.94676 1.19253 -1.56369
77 H -6.62701 1.28997 0.07033
78 H -6.46974 -0.27286 -0.73120
79 H -3.55857 0.21760 -1.89186
80 H -4.39643 -1.22986 -1.30754
81 H -2.87358 -0.72807 -0.56297
82 H -5.40198 0.28894 2.01033
83 H -3.81193 -0.46032 1.80220
84 H -5.25950 -1.24053 1.13373
85 H -2.79672 6.78842 -0.47346
86 H -3.55423 6.89028 1.12809
87 H -4.29942 7.68880 -0.25802
88 H -3.84133 5.40148 -2.29650
89 H -5.28438 6.42058 -2.12386
90 H -5.42656 4.65927 -2.06405
91 H -5.79368 5.72295 1.53367
92 H -6.57638 4.82055 0.23390
93 H -6.44953 6.57768 0.12811
94 C 4.80603 -6.41741 0.51931
95 C 4.52258 -5.61640 -0.74245
96 N 3.36247 -4.72770 -0.59044
97 C 3.57142 -3.42562 -0.31616
98 C 2.59264 -2.50034 -0.10116
99 C 3.04836 -1.06157 0.11960
100 O 4.19879 -0.89085 0.50344
101 O 2.17738 -0.17278 -0.14934
102 C 1.23482 -2.91926 -0.09659
103 O 0.25235 -2.19302 0.18609
104 C 1.00225 -4.32557 -0.42818
105 C -0.31938 -4.78242 -0.52288
106 C -0.55015 -6.08343 -0.84221
107 F -1.82015 -6.53388 -0.97450
108 C 0.49652 -6.99202 -1.06909
109 C 1.79272 -6.54796 -0.98226
110 C 2.06793 -5.20389 -0.66688
111 N 0.23906 -8.36498 -1.41543
112 C -0.38041 -8.50510 -2.73036
113 C -0.37474 -9.96390 -3.13885
114 N -1.10629 -10.76670 -2.09555
115 C -0.50364 -10.57427 -0.72870
116 C -0.50902 -9.09666 -0.39515
117 H 5.67472 -7.05657 0.36491
118 H 3.96071 -7.04728 0.79707
119 H 5.01886 -5.74672 1.35150
120 H 4.36065 -6.26039 -1.60624
121 H 5.37080 -4.97920 -0.98199
122 H 4.60126 -3.09363 -0.26161
123 H -1.13357 -4.09050 -0.35432
124 H 2.58077 -7.26535 -1.15617
125 H 0.19954 -7.94456 -3.46209
126 H -1.40931 -8.11492 -2.74973
127 H 0.63972 -10.35654 -3.17692
128 H -0.87099 -10.12199 -4.09412
129 H -1.10206 -11.75586 -2.34592
130 H -2.08542 -10.47051 -2.07249
131 H 0.50971 -10.96879 -0.77568
132 H -1.09370 -11.15080 -0.01911
133 H -0.02009 -8.96519 0.56931
134 H -1.54396 -8.74336 -0.29584
135 O -0.92294 3.99419 -1.54520
136 O -0.22161 5.24479 -1.85075

Results
- LUMO energy (eV) = -3.407
- charge = +1
- calculated total energy (eV) = -78559.2707
- frontier orbital gap (Eh) = 0.1745
- energy above the lowest of the compared OMol25 structures with the same formula, charge and spin (eV) = 1.0424
- E_HOMO (eV) = -8.16